Entry 1:
Computed, not measured: a molecular structure, C35H42ClGdN3O4 in a non-equilibrium geometry, with the ωB97M-V functional and the def2-TZVPD basis.

Spin multiplicity   8
Total charge   -1
Kohn-Sham gap (alpha / beta)   2.67 / 6.75 eV
<S²>   15.84
Relative energy (zero: lowest compared OMol25 entry of this formula, charge and spin)   75.9 kcal per mole
Lowest unoccupied orbital energy (alpha / beta)   2.3 / 2.3 eV
Energy   -82992.72381 eV

CARTESIAN COORDINATES (ANGSTROEM)
Gd1 -1.143 0.608 -0.865
Cl1 -3.316 0.067 -1.654
N1 -0.250 -0.431 -2.383
N2 -1.994 1.566 0.732
C1 0.438 0.064 -3.341
C2 -2.271 2.811 0.839
C3 -0.097 -1.913 -2.401
C4 1.127 -2.058 -3.316
C5 -1.343 -2.525 -3.023
C6 0.149 -2.444 -1.004
H1 -1.750 -1.875 -3.795
H2 -2.111 -2.662 -2.268
H3 -1.100 -3.488 -3.473
H4 1.140 -2.176 -0.649
H5 0.039 -3.529 -0.989
H6 -0.583 -2.026 -0.314
C7 -2.347 0.888 2.014
C8 -3.216 1.965 2.679
C9 -1.071 0.635 2.803
C10 -3.110 -0.398 1.774
H7 -3.951 -0.242 1.106
H8 -3.465 -0.798 2.723
H9 -2.464 -1.142 1.314
H10 -0.512 1.556 2.953
H11 -0.421 -0.054 2.272
H12 -1.319 0.211 3.776
O1 -2.889 3.194 1.974
H13 -2.997 2.112 3.732
H14 -4.282 1.783 2.543
O2 1.181 -0.804 -4.056
H15 1.042 -2.867 -4.035
H16 2.058 -2.149 -2.757
C11 0.509 1.500 -3.725
C12 -1.938 3.891 -0.133
C13 -1.942 3.405 -1.551
H17 -0.945 4.261 0.134
H18 -2.631 4.713 0.026
C14 -0.771 2.827 -2.055
C15 -0.733 2.238 -3.323
H19 0.148 2.926 -1.495
C16 -1.882 2.237 -4.110
C17 -3.026 2.846 -3.604
C18 -1.926 1.535 -5.431
C19 -3.095 3.405 -2.332
H20 -3.926 2.825 -4.204
C20 -4.403 3.901 -1.802
H21 -5.161 3.912 -2.580
H22 -4.334 4.910 -1.393
H23 -4.764 3.249 -1.006
H24 -1.093 1.812 -6.077
H25 -2.846 1.760 -5.963
H26 -1.885 0.453 -5.296
H27 0.705 1.557 -4.793
H28 1.381 1.921 -3.220
C21 1.616 -5.076 2.335
C22 1.374 -3.750 3.016
C23 0.456 -3.724 4.075
C24 0.180 -2.543 4.742
C25 0.789 -1.363 4.346
C26 1.698 -1.320 3.273
N3 2.183 -0.016 2.899
C27 3.351 0.252 2.149
C28 4.576 0.184 2.832
C29 5.775 0.448 2.179
C30 5.768 0.789 0.832
C31 4.562 0.873 0.136
C32 3.321 0.617 0.768
C33 2.084 0.729 -0.082
O3 2.242 0.977 -1.349
O4 0.857 0.557 0.376
C34 2.032 -2.548 2.609
C35 3.053 -2.593 1.493
H29 1.337 -4.999 1.262
H30 2.682 -5.366 2.431
H31 1.002 -5.889 2.778
H32 -0.050 -4.627 4.394
H33 -0.525 -2.537 5.564
H34 0.538 -0.457 4.882
H35 1.859 0.782 3.468
H36 4.595 -0.079 3.883
H37 6.712 0.388 2.719
H38 6.702 0.992 0.323
H39 4.610 1.144 -0.911
H40 2.772 -1.916 0.676
H41 4.046 -2.301 1.888
H42 3.190 -3.591 1.038

---

Entry 2:
Computed, not measured: a molecular structure, C35H42CoN3OSi, with the ωB97M-V functional and the def2-TZVPD basis.

Spin multiplicity   2
Total charge   +1
Kohn-Sham gap (alpha / beta)   6.88 / 6.86 eV
<S²>   1.04
Lowest unoccupied orbital energy (alpha / beta)   -3.6 / -3.5 eV
Energy   -88993.86162 eV

CARTESIAN COORDINATES (ANGSTROEM)
Co1 -0.584 0.122 0.993
C1 -3.489 -0.392 0.484
C2 -3.055 -1.732 -0.048
C3 -3.990 -2.755 -0.045
C4 -3.642 -4.035 -0.445
C5 -2.325 -4.296 -0.757
C6 -1.346 -3.301 -0.736
C7 0.071 -3.796 -0.883
C8 -1.730 -1.969 -0.485
N1 -0.910 -0.815 -0.572
C9 0.081 -0.507 -1.538
C10 0.126 -1.385 -2.795
C11 1.632 1.160 -0.317
C12 2.649 2.068 -0.922
N2 0.818 1.510 0.589
C13 0.802 2.810 1.189
C14 1.749 3.137 2.160
C15 2.851 2.188 2.554
C16 1.644 4.384 2.769
C17 0.630 5.263 2.425
C18 -0.305 4.903 1.467
C19 -0.241 3.667 0.836
C20 -1.235 3.289 -0.228
H1 -4.176 -0.521 1.319
H2 -3.961 0.250 -0.263
H3 -2.638 0.177 0.870
H4 -5.001 -2.543 0.282
H5 -4.381 -4.825 -0.464
H6 -2.020 -5.310 -0.991
H7 0.271 -4.525 -0.094
H8 0.820 -3.021 -0.797
H9 0.224 -4.307 -1.836
H10 -0.860 -1.792 -3.008
H11 0.828 -2.205 -2.718
H12 0.425 -0.772 -3.644
H13 3.651 1.654 -0.796
H14 2.601 3.060 -0.481
H15 2.461 2.144 -1.994
H16 3.713 2.274 1.887
H17 2.524 1.147 2.530
H18 3.201 2.410 3.561
H19 2.365 4.660 3.529
H20 0.564 6.227 2.912
H21 -1.102 5.589 1.204
H22 -2.127 3.909 -0.161
H23 -1.549 2.242 -0.173
H24 -0.814 3.407 -1.230
C21 -0.406 -3.235 2.931
Si1 0.637 -1.710 3.027
C22 2.258 -1.973 3.898
C23 -0.265 -0.276 3.828
N3 0.824 -1.097 1.360
C24 1.714 -1.175 0.435
C25 2.913 -1.989 0.572
C26 3.806 -2.084 -0.424
C27 3.638 -1.368 -1.679
C28 2.602 -0.552 -1.857
C29 1.543 -0.317 -0.824
O1 -0.082 0.872 -1.980
C30 -1.055 1.220 -2.892
C31 -0.797 2.384 -3.606
C32 -1.730 2.865 -4.510
C33 -2.920 2.181 -4.718
C34 -3.163 1.015 -4.011
C35 -2.243 0.526 -3.090
H25 -0.642 -3.590 3.938
H26 0.120 -4.038 2.410
H27 -1.347 -3.053 2.403
H28 2.103 -1.883 4.977
H29 3.001 -1.224 3.613
H30 2.677 -2.964 3.713
H31 -0.758 -0.608 4.746
H32 -1.073 0.176 3.230
H33 0.425 0.529 4.093
H34 3.044 -2.544 1.490
H35 4.675 -2.718 -0.301
H36 4.370 -1.509 -2.463
H37 2.483 -0.020 -2.793
H38 0.139 2.904 -3.440
H39 -1.522 3.775 -5.060
H40 -3.646 2.550 -5.430
H41 -4.084 0.469 -4.172
H42 -2.456 -0.384 -2.550

---

Entry 3:
Computed, not measured: a molecular structure, C35H42N7OPtS, with the ωB97M-V functional and the def2-TZVPD basis.

Spin multiplicity   5
Total charge   +3
Kohn-Sham gap (alpha / beta)   7.38 / 4.93 eV
<S²>   6.08
Relative energy (zero: lowest compared OMol25 entry of this formula, charge and spin)   3.5 kcal per mole
Lowest unoccupied orbital energy (alpha / beta)   -8.9 / -11.3 eV
Energy   -63509.03558 eV

CARTESIAN COORDINATES (ANGSTROEM)
Pt1 0.145 -0.307 0.276
N1 -4.163 -0.321 -0.541
C1 -2.852 -0.295 -0.637
N2 -2.045 -0.402 0.399
C2 -2.590 -0.612 1.664
N3 -1.811 -0.875 2.665
N4 -0.505 -0.978 2.286
C3 0.327 -1.430 3.146
C4 1.669 -1.742 2.693
C5 2.621 -2.288 3.536
C6 3.846 -2.668 3.000
C7 4.055 -2.495 1.644
C8 3.052 -1.923 0.869
N5 1.887 -1.546 1.378
C9 -4.028 -0.574 1.829
C10 -4.644 -0.702 3.078
C11 -6.019 -0.675 3.164
C12 -6.799 -0.529 2.012
C13 -6.210 -0.408 0.768
C14 -4.825 -0.431 0.692
H1 -4.707 -0.231 -1.390
H2 -2.406 -0.168 -1.613
H3 -0.010 -1.651 4.153
H4 2.398 -2.422 4.585
H5 4.613 -3.097 3.631
H6 4.983 -2.791 1.175
H7 3.210 -1.777 -0.191
H8 -4.033 -0.818 3.961
H9 -6.501 -0.769 4.126
H10 -7.877 -0.511 2.094
H11 -6.813 -0.299 -0.124
C15 0.703 -4.651 -0.010
C16 -0.551 -3.786 0.151
C17 -1.178 -3.472 -1.178
C18 -2.155 -4.307 -1.681
C19 -2.635 -4.147 -2.977
C20 -2.140 -3.136 -3.791
C21 -1.147 -2.274 -3.360
C22 -0.745 -1.150 -4.285
C23 0.092 -1.613 -5.480
C24 -0.659 -2.452 -2.027
N6 0.317 -1.615 -1.524
C25 1.382 -1.290 -2.246
C26 2.228 -0.283 -1.796
C27 3.480 0.226 -2.279
C28 3.862 1.195 -1.405
C29 2.834 1.279 -0.395
N7 1.879 0.408 -0.637
H12 1.139 -4.880 0.962
H13 1.459 -4.145 -0.614
H14 0.467 -5.595 -0.499
H15 -0.286 -2.870 0.682
H16 -1.285 -4.308 0.767
H17 -2.527 -5.117 -1.067
H18 -3.398 -4.815 -3.354
H19 -2.551 -3.007 -4.785
H20 -0.248 -0.345 -3.740
H21 -1.669 -0.710 -4.670
H22 1.061 -2.019 -5.186
H23 0.270 -0.783 -6.162
H24 -0.421 -2.395 -6.037
H25 1.603 -1.849 -3.149
H26 3.999 -0.113 -3.161
H27 4.752 1.803 -1.436
H28 2.802 1.939 0.460
C30 -3.823 2.068 -2.949
C31 -3.220 3.038 -1.940
C32 -1.822 3.499 -2.349
S1 -0.469 2.699 -1.458
O1 -0.568 1.172 -1.641
C33 0.917 3.262 -2.489
C34 1.190 2.472 -3.769
C35 0.323 2.796 -4.982
H29 -4.825 1.753 -2.656
H30 -3.197 1.187 -3.114
H31 -3.934 2.556 -3.918
H32 -3.204 2.631 -0.924
H33 -3.857 3.921 -1.883
H34 -1.652 4.546 -2.082
H35 -1.662 3.397 -3.418
H36 1.783 3.243 -1.827
H37 0.703 4.316 -2.688
H38 1.125 1.405 -3.544
H39 2.235 2.667 -4.018
H40 -0.670 2.352 -4.918
H41 0.787 2.398 -5.883
H42 0.213 3.871 -5.125

---

Entry 4:
Computed, not measured: a molecular structure, C35H43B2F11N9O8S5Se4Zr in a non-equilibrium geometry, with the ωB97M-V functional and the def2-TZVPD basis.

Total charge   -1
Kohn-Sham gap   4.67 eV
Lowest unoccupied orbital energy   0.8 eV
Energy   -414884.74391 eV

CARTESIAN COORDINATES (ANGSTROEM)
Zr1 -0.355 -0.446 -1.778
C1 -4.568 0.704 1.512
C2 -3.731 -0.508 1.780
C3 -4.232 -1.666 2.273
C4 -3.399 -2.809 2.396
N1 -2.103 -2.689 2.313
N2 -1.589 -1.491 1.957
B1 -0.103 -1.204 2.357
N3 0.578 -2.540 2.866
N4 0.378 -3.380 3.857
C5 1.204 -4.402 3.922
C6 2.250 -4.566 2.977
C7 2.435 -3.691 1.955
C8 3.532 -3.765 0.939
C9 1.498 -2.644 1.918
S1 1.287 -1.197 0.990
C10 0.950 -5.426 5.034
C11 2.215 -6.231 5.344
C12 -0.156 -6.377 4.543
C13 0.476 -4.722 6.314
N5 0.004 -0.004 3.353
N6 -0.738 -0.351 4.449
C14 -0.789 0.435 5.475
C15 -0.061 1.659 5.500
C16 0.641 2.057 4.430
C17 1.381 3.359 4.432
C18 0.677 1.214 3.236
S2 1.455 1.782 1.885
C19 -1.626 0.019 6.679
C20 -0.675 -0.319 7.836
C21 -2.469 -1.196 6.351
C22 -2.548 1.181 7.083
C23 -2.338 -0.480 1.478
S3 -1.591 0.733 0.527
C24 -3.980 -4.211 2.678
C25 -3.137 -5.284 1.974
C26 -3.954 -4.463 4.189
C27 -5.418 -4.297 2.153
H1 -5.523 0.632 2.033
H2 -4.756 0.802 0.440
H3 -4.042 1.609 1.816
H4 -5.293 -1.741 2.490
H5 2.933 -5.401 3.075
H6 4.155 -4.644 1.095
H7 4.154 -2.867 1.000
H8 3.115 -3.792 -0.072
H9 2.481 -6.909 4.524
H10 2.041 -6.844 6.232
H11 3.070 -5.576 5.548
H12 0.085 -6.788 3.556
H13 -1.107 -5.845 4.466
H14 -0.277 -7.211 5.244
H15 1.274 -4.098 6.733
H16 0.193 -5.471 7.060
H17 -0.383 -4.082 6.113
H18 -0.072 2.278 6.391
H19 1.372 3.805 5.428
H20 0.928 4.048 3.717
H21 2.407 3.213 4.095
H22 -0.024 -1.156 7.563
H23 -1.248 -0.601 8.726
H24 -0.044 0.538 8.097
H25 -1.840 -2.024 6.025
H26 -3.171 -0.977 5.542
H27 -3.034 -1.499 7.240
H28 -1.982 2.049 7.437
H29 -3.211 0.862 7.895
H30 -3.166 1.499 6.237
H31 -2.073 -5.120 2.138
H32 -3.322 -5.269 0.896
H33 -3.408 -6.275 2.355
H34 -2.937 -4.350 4.569
H35 -4.304 -5.480 4.408
H36 -4.603 -3.758 4.721
H37 -5.476 -3.936 1.123
H38 -6.116 -3.721 2.768
H39 -5.749 -5.340 2.169
Se1 -2.342 0.895 -2.689
Se2 -2.542 1.686 -4.788
Se3 -1.313 4.763 -1.920
Se4 -0.781 2.560 -1.714
F1 0.715 -2.592 -1.611
B2 0.833 -2.606 -3.059
F2 0.906 -3.858 -3.589
F3 1.892 -1.785 -3.371
F4 -0.433 -1.925 -3.437
F5 2.602 4.951 0.745
C28 3.159 4.013 -0.024
C29 2.529 3.534 -1.091
N7 3.108 2.569 -1.908
C30 2.373 2.045 -3.046
C31 1.398 0.998 -2.619
O1 0.571 0.502 -3.428
O2 1.406 0.551 -1.399
C32 4.350 2.031 -1.633
O3 4.881 1.167 -2.310
N8 4.959 2.570 -0.516
C33 4.487 3.569 0.344
O4 5.163 3.976 1.265
H40 1.539 3.889 -1.363
H41 3.068 1.572 -3.730
H42 1.825 2.829 -3.556
H43 5.863 2.193 -0.300
F6 -2.056 -4.502 -2.977
C34 -2.355 -4.266 -1.718
F7 -3.242 -5.134 -1.266
F8 -1.248 -4.394 -0.974
S4 -2.948 -2.475 -1.505
O5 -1.677 -1.793 -1.026
O6 -4.001 -2.464 -0.532
N9 -3.325 -1.887 -2.910
S5 -4.720 -2.468 -3.537
O7 -4.857 -2.225 -4.930
O8 -4.928 -3.811 -3.044
C35 -6.105 -1.458 -2.744
F9 -6.900 -1.010 -3.716
F10 -5.643 -0.420 -2.063
F11 -6.825 -2.233 -1.929

---

Entry 5:
Computed, not measured: a molecular structure, C35H43BrNO5ReSi3Te, with the ωB97M-V functional and the def2-TZVPD basis.

Spin multiplicity   2
Total charge   -1
Kohn-Sham gap (alpha / beta)   6.31 / 6.19 eV
<S²>   0.76
Relative energy (zero: lowest compared OMol25 entry of this formula, charge and spin)   3.4 kcal per mole
Lowest unoccupied orbital energy (alpha / beta)   2.4 / 2.4 eV
Energy   -151824.37504 eV

CARTESIAN COORDINATES (ANGSTROEM)
Re1 0.190 -0.282 -0.331
C1 0.772 3.459 3.246
Si1 1.781 2.930 1.757
C2 2.777 4.355 1.054
C3 2.944 1.552 2.287
C4 1.268 3.006 -1.726
Si2 0.708 4.434 -2.684
C5 -0.522 5.512 -1.739
C6 2.146 5.566 -3.174
C7 -0.152 4.002 -4.324
Si3 1.955 1.552 -2.496
C8 3.187 1.971 -3.866
C9 2.814 0.284 -1.363
C10 0.633 0.428 -3.309
C11 0.470 0.291 -4.684
C12 -0.554 -0.485 -5.203
C13 -1.416 -1.120 -4.318
C14 -1.202 -0.964 -2.963
N1 -0.200 -0.226 -2.462
H1 1.424 3.769 4.068
H2 0.179 2.610 3.596
H3 0.103 4.286 3.002
H4 3.356 4.839 1.847
H5 2.128 5.099 0.588
H6 3.460 3.997 0.282
H7 3.895 1.993 2.605
H8 3.153 0.839 1.490
H9 2.526 1.015 3.137
H10 -0.124 5.829 -0.771
H11 -1.462 4.989 -1.552
H12 -0.742 6.410 -2.325
H13 2.689 5.893 -2.282
H14 1.811 6.454 -3.719
H15 2.857 5.029 -3.808
H16 -1.032 3.377 -4.147
H17 0.511 3.451 -4.999
H18 -0.477 4.906 -4.850
H19 3.930 2.659 -3.454
H20 2.717 2.478 -4.713
H21 3.717 1.091 -4.240
H22 3.601 0.756 -0.773
H23 3.254 -0.511 -1.971
H24 2.189 -0.253 -0.608
H25 1.155 0.803 -5.348
H26 -0.681 -0.590 -6.273
H27 -2.242 -1.728 -4.658
H28 -1.853 -1.445 -2.245
O1 -1.745 -0.837 0.464
C15 -2.034 -2.262 0.475
C16 -0.983 -2.999 -0.425
O2 -1.257 -4.101 -0.868
O3 0.137 -2.387 -0.575
C17 -3.449 -2.440 -0.057
C18 -4.028 -3.708 -0.074
C19 -5.317 -3.882 -0.548
C20 -6.050 -2.795 -1.010
C21 -5.481 -1.533 -0.991
C22 -4.187 -1.354 -0.515
C23 -1.936 -2.790 1.906
C24 -2.486 -2.037 2.940
C25 -2.407 -2.476 4.252
C26 -1.795 -3.685 4.546
C27 -1.263 -4.450 3.519
C28 -1.331 -4.007 2.206
H29 -1.392 -0.583 1.353
H30 -3.459 -4.556 0.279
H31 -5.754 -4.873 -0.557
H32 -7.058 -2.935 -1.380
H33 -6.042 -0.677 -1.346
H34 -3.747 -0.367 -0.502
H35 -2.972 -1.093 2.721
H36 -2.809 -1.859 5.045
H37 -1.717 -4.023 5.572
H38 -0.770 -5.389 3.740
H39 -0.897 -4.604 1.415
Br1 2.173 -4.476 6.348
C29 2.106 -3.688 4.614
C30 2.700 -4.349 3.552
C31 2.626 -3.777 2.290
C32 1.954 -2.578 2.098
C33 1.357 -1.935 3.173
C34 1.446 -2.488 4.447
C35 0.547 -0.665 3.023
O4 0.188 -0.067 4.030
O5 0.240 -0.286 1.826
H40 3.206 -5.292 3.709
H41 3.080 -4.280 1.445
H42 1.874 -2.159 1.108
H43 0.973 -1.975 5.272
Te1 0.119 2.408 -0.102